Entry 1:
Density functional theory data (ωB97M-V/def2-TZVPD) for a 2-piece molecular cluster, C2H5F2N2P overall at a distorted geometry.

XYZ file:
```
12
Properties=species:S:1:pos:R:3:forces:R:3
C -0.366 1.537 1.132 2.71 0.62 1.23
C 0.348 -0.797 -0.755 1.19 -2.75 -0.40
N -1.474 1.446 1.015 -3.83 -0.39 -0.80
N 1.432 -0.172 -0.005 -0.32 0.40 -0.48
F 3.783 0.193 -0.330 0.43 0.52 -0.25
F 2.593 2.053 0.535 -0.30 -0.81 -0.74
P 2.413 0.946 -0.691 0.88 -0.05 1.11
H 0.628 1.624 1.446 0.77 0.33 -0.03
H 1.390 -0.479 0.975 0.60 0.33 -0.77
H -0.487 -0.537 -0.191 -2.03 -0.55 0.64
H 0.630 -1.908 -0.800 -1.07 1.27 0.39
H 0.087 -0.610 -1.800 0.96 1.07 0.10
```
Positions in Å, forces in eV/Å.

Its highest occupied orbital energy is -10.544 eV. For the energy relative to the best compared isomer or geometry (same formula, charge and spin), the calculation gives 10.2 kcal per mole. The value obtained for the electronic energy is -19859.72591 eV. The frontier orbital gap is 11.40 eV. As for the LUMO energy: 0.03147 hartree. The SMILES is CNP(F)F.C#N.

***

Entry 2:
Density functional theory data (ωB97M-V/def2-TZVPD) for one molecule with the formula CH3N2PS at a distorted geometry.

XYZ file:
```
8
Properties=species:S:1:pos:R:3:forces:R:3
C -1.620 -0.666 -0.089 0.01 -0.28 0.32
N -2.594 -0.806 0.478 -1.76 -0.47 0.84
N 0.991 -0.785 0.147 2.59 -1.93 -2.25
P -0.168 -0.286 -0.918 1.46 2.87 0.33
S -0.302 1.908 0.193 0.20 -1.67 -1.81
H 1.023 -0.494 1.074 -0.25 0.60 1.83
H 1.974 -1.009 -0.199 -2.20 0.43 0.38
H 0.696 2.138 -0.686 -0.06 0.46 0.36
```
Positions in Å, forces in eV/Å.

Its highest occupied orbital energy is -9.406 eV. For the energy relative to the best compared isomer or geometry (same formula, charge and spin), the calculation gives 21.7 kcal per mole. The value obtained for the electronic energy is -24189.09528 eV. The frontier orbital gap is 8.76 eV. As for the LUMO energy: -0.02390 hartree. The SMILES is N#CP(N)S.

***

Entry 3:
Density functional theory data (ωB97M-V/def2-TZVPD) for C38H61KN4O7Si4Te as an isolated structure at a distorted geometry.

XYZ file:
```
116
Properties=species:S:1:pos:R:3:forces:R:3
K -0.375 -0.733 0.201 0.76 1.19 -0.46
C 4.884 2.059 0.771 0.10 -0.04 -0.05
N 4.034 1.879 1.927 -0.12 0.01 0.04
C 4.660 1.370 3.125 0.07 -0.01 0.07
C 2.675 1.998 1.891 0.02 -0.20 -0.03
O 1.975 1.794 2.868 0.03 0.11 -0.05
C 2.092 2.411 0.540 0.19 0.06 0.01
O 0.709 2.528 0.535 -0.45 0.07 0.18
C 0.224 3.576 1.360 0.18 0.09 -0.10
C -1.236 3.821 0.996 0.11 -0.09 0.12
O -2.062 2.981 1.291 -0.11 -0.06 0.01
N -1.577 4.995 0.386 0.07 -0.07 0.08
C -2.950 5.179 -0.031 -0.12 -0.01 -0.04
C -0.649 6.033 -0.004 0.05 0.16 -0.09
H 5.748 1.401 0.872 0.00 0.01 -0.01
H 5.243 3.090 0.679 0.01 0.00 -0.01
H 4.387 1.776 -0.154 -0.03 0.02 -0.03
H 5.100 0.387 2.937 -0.01 -0.01 -0.01
H 3.903 1.276 3.899 0.00 0.01 -0.01
H 5.447 2.048 3.468 0.00 0.02 0.00
H 2.331 1.645 -0.196 -0.02 -0.08 0.03
H 2.572 3.348 0.206 -0.04 -0.02 0.03
H 0.866 4.452 1.213 -0.06 0.01 0.04
H 0.260 3.287 2.411 -0.04 -0.02 -0.01
H -3.489 4.250 0.118 -0.01 -0.03 0.00
H -2.984 5.444 -1.089 -0.02 0.00 -0.05
H -3.434 5.970 0.551 0.02 0.01 -0.02
H 0.100 6.221 0.761 0.00 -0.01 0.01
H -1.212 6.959 -0.133 0.01 -0.03 0.00
H -0.150 5.808 -0.950 0.03 -0.01 -0.02
O -4.373 -2.704 1.072 -0.15 -0.04 0.04
C -3.212 -2.362 0.804 0.10 -0.23 -0.04
O -2.682 -1.229 0.892 -0.51 -0.05 0.14
C -2.269 -3.469 0.281 -0.01 -0.09 0.01
C -2.756 -4.714 -0.095 -0.06 0.07 0.03
C -1.866 -5.642 -0.610 0.00 -0.12 -0.04
C -0.527 -5.312 -0.734 0.06 0.03 0.05
C -0.120 -4.040 -0.347 -0.02 -0.12 0.03
N -0.978 -3.156 0.161 -0.23 -0.67 -0.12
C 1.322 -3.555 -0.541 -0.22 -0.23 0.07
O 2.222 -4.296 -0.101 0.18 -0.13 -0.02
O 1.413 -2.455 -1.127 0.02 0.07 -0.01
H -3.813 -4.909 0.017 0.00 0.00 0.01
H -2.215 -6.622 -0.924 0.00 0.03 0.01
H 0.204 -6.008 -1.125 0.02 0.00 0.00
C 5.888 -3.600 1.141 0.07 0.01 0.03
C 4.785 -2.582 1.113 0.00 -0.01 -0.04
C 4.523 -1.828 -0.020 -0.04 0.01 0.04
C 3.425 -0.983 -0.034 -0.03 -0.11 -0.12
N 2.617 -0.811 1.006 0.02 0.20 0.05
C 2.886 -1.515 2.100 -0.01 -0.05 0.09
C 3.941 -2.404 2.202 -0.04 0.01 0.01
H 6.344 -3.708 0.158 0.01 0.01 -0.01
H 5.494 -4.572 1.437 -0.04 -0.01 0.00
H 6.670 -3.323 1.854 -0.02 0.00 0.00
H 5.110 -1.953 -0.921 0.02 -0.01 -0.02
H 3.152 -0.466 -0.946 0.02 0.07 -0.03
H 2.208 -1.374 2.935 -0.02 0.04 0.04
H 4.064 -2.987 3.107 0.03 -0.02 0.02
C -0.820 -2.863 -4.100 -0.19 -0.03 -0.15
Si -1.611 -1.157 -4.281 0.22 0.15 0.12
C -3.335 -1.299 -3.517 -0.01 0.00 -0.05
C -1.915 -0.896 -6.139 -0.06 -0.24 0.00
Si -0.335 0.409 -3.131 0.14 0.11 0.20
Si -1.187 2.444 -3.837 0.12 -0.34 -0.03
C -0.174 3.846 -3.050 -0.12 0.13 -0.17
C -1.290 2.899 -5.680 -0.11 0.24 0.09
C -2.956 2.667 -3.199 0.07 0.16 -0.07
Si 1.757 0.366 -4.166 -0.34 0.06 0.07
C 2.584 -1.318 -3.990 0.18 0.12 -0.12
C 1.920 0.817 -6.008 0.23 -0.12 0.03
C 2.931 1.613 -3.307 0.02 -0.06 -0.11
H -1.553 -3.637 -4.352 0.03 -0.07 0.01
H -0.472 -3.026 -3.081 0.02 0.01 0.13
H 0.040 -2.981 -4.758 0.07 0.00 -0.07
H -3.858 -2.173 -3.918 -0.03 -0.02 0.00
H -3.943 -0.418 -3.728 -0.03 0.06 -0.03
H -3.284 -1.400 -2.433 0.04 -0.04 0.07
H -2.557 -1.697 -6.524 0.00 0.01 -0.08
H -0.979 -0.905 -6.698 0.07 0.00 -0.02
H -2.406 0.056 -6.334 -0.08 0.08 0.01
H 0.865 3.818 -3.378 0.08 -0.01 -0.07
H -0.175 3.727 -1.969 -0.03 -0.03 0.20
H -0.591 4.826 -3.311 0.01 0.05 0.04
H -0.313 2.899 -6.157 0.11 0.02 -0.03
H -1.724 3.902 -5.779 0.00 0.00 -0.09
H -1.918 2.200 -6.230 -0.08 -0.06 -0.02
H -2.989 2.518 -2.122 -0.01 0.02 0.16
H -3.630 1.933 -3.640 -0.05 -0.08 -0.09
H -3.338 3.665 -3.439 -0.06 0.05 0.04
H 2.129 -2.053 -4.653 -0.05 -0.05 -0.05
H 2.491 -1.702 -2.975 -0.02 -0.06 0.10
H 3.645 -1.235 -4.259 0.02 -0.05 0.01
H 1.341 0.136 -6.632 -0.05 -0.06 -0.04
H 2.972 0.750 -6.309 0.01 0.00 -0.08
H 1.572 1.827 -6.211 -0.03 0.13 0.00
H 2.618 1.802 -2.281 -0.01 -0.01 0.09
H 2.934 2.574 -3.827 -0.02 0.06 -0.04
H 3.957 1.234 -3.299 0.06 0.00 0.01
C -3.249 -0.395 3.696 0.02 0.00 0.06
Te -1.177 0.068 3.520 0.21 0.26 0.23
C -0.898 -2.049 3.631 0.05 0.06 0.05
C -2.176 -2.598 4.205 0.06 -0.08 -0.02
C -2.244 -3.910 4.662 0.00 -0.01 0.00
C -3.425 -4.421 5.175 0.01 -0.03 0.00
C -4.555 -3.616 5.222 -0.06 -0.02 0.02
C -4.495 -2.315 4.755 -0.02 0.02 -0.01
C -3.311 -1.791 4.248 -0.04 0.01 -0.03
H -3.669 -0.367 2.692 -0.06 0.01 -0.04
H -3.731 0.321 4.360 -0.05 0.00 -0.04
H -0.043 -2.286 4.263 -0.02 -0.03 -0.05
H -0.727 -2.436 2.626 0.01 -0.05 -0.02
H -1.360 -4.535 4.601 0.01 -0.02 0.01
H -3.467 -5.445 5.524 0.00 -0.01 0.00
H -5.489 -4.010 5.605 0.00 -0.01 0.01
H -5.384 -1.696 4.761 -0.02 0.01 0.00
```
Positions in Å, forces in eV/Å.

Its highest occupied orbital energy is -1.096 eV. The value obtained for the electronic energy is -115823.61382 eV. The frontier orbital gap is 4.73 eV. As for the LUMO energy: 0.13368 hartree. Its total charge is -2.

***

Entry 4:
Density functional theory data (ωB97M-V/def2-TZVPD) for a 2-piece molecular cluster, C6H12N2 overall.

XYZ file:
```
20
Properties=species:S:1:pos:R:3:forces:R:3
C -1.556 -1.607 -0.966 0.51 0.39 -0.13
C -0.902 0.797 1.604 -0.82 0.02 -0.36
C -1.025 -0.785 0.168 0.11 -0.83 0.34
C -0.031 -1.132 1.047 0.04 -0.07 -0.45
N -1.585 0.394 0.561 -0.04 0.45 -0.26
N 0.028 -0.115 1.960 0.60 0.63 0.46
H -1.162 1.703 2.125 0.42 -0.03 0.26
H 0.795 0.080 2.589 -0.26 -0.27 0.01
H 0.618 -1.989 1.100 0.03 0.01 -0.02
H -1.660 -2.640 -0.633 -0.34 0.04 -0.26
H -0.895 -1.589 -1.839 0.18 -0.08 0.19
H -2.471 -1.156 -1.330 -0.41 -0.26 0.21
C 1.376 0.934 -2.026 0.84 -0.06 -0.42
C 2.740 1.359 -1.425 -0.77 0.07 -0.46
H 1.123 -0.096 -1.772 -0.20 0.19 0.45
H 0.634 1.658 -1.703 -0.41 -0.38 -0.05
H 1.415 0.896 -3.121 -0.03 0.46 0.11
H 2.768 2.446 -1.348 0.09 0.03 0.02
H 3.569 1.070 -2.075 0.04 -0.24 0.41
H 2.807 0.959 -0.415 0.42 -0.07 -0.04
```
Positions in Å, forces in eV/Å.

Its highest occupied orbital energy is -8.548 eV. For the energy relative to the best compared isomer or geometry (same formula, charge and spin), the calculation gives 4.6 kcal per mole. The value obtained for the electronic energy is -9396.65077 eV. The frontier orbital gap is 9.41 eV. As for the LUMO energy: 0.03158 hartree. The SMILES is Cc1c[nH]cn1.CC.

***

Entry 5:
Density functional theory data (ωB97M-V/def2-TZVPD) for a 2-piece molecular cluster, C3H4N2 overall at a distorted geometry.

XYZ file:
```
9
Properties=species:S:1:pos:R:3:forces:R:3
N -0.974 -1.115 0.535 -0.22 -0.49 0.16
C -0.859 1.212 -0.123 0.81 0.50 0.14
C 0.355 1.214 0.012 -0.32 0.91 -0.05
C 1.285 -0.912 -0.030 -0.92 -0.60 -0.38
N 0.162 -1.358 0.083 0.15 0.72 0.54
H -1.750 -1.011 -0.119 0.61 -0.54 -0.55
H -1.783 1.736 -0.293 -0.02 -0.62 0.20
H 1.319 1.603 0.202 0.36 0.07 -0.18
H 2.246 -1.369 -0.266 -0.45 0.07 0.12
```
Positions in Å, forces in eV/Å.

Its highest occupied orbital energy is -8.968 eV. For the energy relative to the best compared isomer or geometry (same formula, charge and spin), the calculation gives 147.3 kcal per mole. The value obtained for the electronic energy is -6149.51194 eV. The frontier orbital gap is 9.80 eV. As for the LUMO energy: 0.03042 hartree.

***

Entry 6:
Density functional theory data (ωB97M-V/def2-TZVPD) for a 11-piece molecular cluster, C38H67F2IN2O13S5 overall at a distorted geometry.

XYZ file:
```
128
Properties=species:S:1:pos:R:3:forces:R:3
C -3.484 -0.896 -4.469 -2.89 -1.28 1.43
C -4.501 -1.968 -4.052 -4.28 2.10 -1.55
O -5.649 -2.047 -4.555 4.61 -0.69 2.39
N -4.169 -2.715 -2.750 -4.82 5.87 0.62
H -3.966 -3.574 -2.922 1.43 -7.33 -2.10
H -3.315 -2.471 -2.243 2.84 1.80 1.23
C -5.309 -2.826 -1.751 -1.27 -1.95 1.02
H -3.949 0.082 -4.453 -0.13 0.04 0.83
H -3.258 -0.998 -5.452 0.89 -0.79 -3.10
H -2.671 -1.065 -3.874 2.43 0.51 1.46
H -5.739 -1.874 -1.394 0.98 -0.12 -0.32
H -4.878 -3.462 -0.743 -1.37 1.72 -3.24
H -6.212 -3.305 -2.346 2.01 0.45 1.56
C 0.956 -1.106 -0.226 4.59 6.42 -0.73
C 0.046 0.148 -0.092 -0.20 -2.40 0.61
O 0.324 1.119 0.514 -0.09 0.92 0.21
N -1.353 0.026 -0.736 0.97 -0.11 2.80
H -1.115 0.380 -1.623 0.07 0.97 -2.60
H -1.643 -0.980 -0.908 0.49 -0.48 -0.34
C -2.446 0.831 -0.122 4.91 3.87 -0.94
H 1.884 -1.002 0.584 -2.77 -0.43 -2.24
H 1.409 -0.915 -1.311 -0.71 -0.53 2.18
H 0.436 -1.941 -0.275 -2.29 -4.07 0.22
H -3.237 0.690 -0.707 -3.52 -0.64 -2.08
H -2.148 1.983 -0.240 -0.68 -2.59 0.56
H -2.567 0.545 0.854 -0.46 -0.53 2.41
I -0.094 1.577 -3.573 -0.14 -0.11 0.06
O -1.930 -2.280 -1.591 0.45 -2.76 -1.91
H -1.412 -2.989 -2.146 -1.13 2.28 1.85
F 7.311 0.118 -5.181 -0.94 0.69 0.34
C 6.089 0.032 -4.556 -0.03 -1.74 0.79
C 4.963 0.775 -4.969 0.70 0.47 -0.45
C 3.734 0.482 -4.385 1.82 -1.95 2.34
C 3.635 -0.588 -3.325 -3.47 3.41 -3.02
C 4.708 -1.333 -3.066 2.12 0.50 0.19
C 5.997 -0.972 -3.585 1.41 -1.36 -0.16
H 5.148 1.592 -5.738 -0.61 -1.19 1.02
H 2.915 1.086 -4.625 -1.35 0.57 -0.25
H 2.571 -0.767 -2.873 2.32 0.25 -1.02
H 4.489 -2.118 -2.397 0.75 -1.11 0.84
H 7.003 -1.587 -3.331 -2.69 1.50 -0.61
F 5.639 -2.427 1.276 0.61 1.61 1.31
C 5.110 -3.272 0.448 -2.20 -2.92 -2.64
C 3.647 -3.408 0.392 2.84 0.76 2.48
C 3.159 -4.405 -0.425 -1.24 -0.54 0.62
C 4.053 -5.240 -1.130 2.25 3.20 2.27
C 5.450 -5.132 -1.101 0.00 3.15 2.00
C 6.023 -4.071 -0.313 -11.63 -2.26 -0.32
H 3.122 -2.882 1.285 0.36 -0.83 -2.22
H 2.029 -4.622 -0.351 1.98 0.27 -0.54
H 3.723 -5.931 -1.734 -2.21 -3.74 -2.98
H 6.167 -5.714 -1.622 -0.06 -0.86 -0.70
H 6.873 -3.745 -0.193 9.26 2.24 0.67
C 2.399 -0.169 3.958 -0.65 1.01 4.71
C 3.281 -1.434 4.131 4.35 3.76 -4.40
C 2.483 -2.540 4.422 0.87 -4.08 4.23
S 0.926 -2.239 3.940 -4.94 -1.37 -3.16
O -0.078 -2.644 4.895 0.34 -0.51 0.20
O 0.774 -2.721 2.555 0.34 -0.12 0.91
C 0.944 -0.542 3.834 0.41 0.15 1.40
H 2.481 0.447 3.120 1.76 1.25 -0.85
H 2.416 0.386 5.046 0.48 -0.67 -2.99
H 4.115 -1.235 4.859 -0.81 -0.34 -0.92
H 3.776 -1.732 3.051 -0.70 1.41 2.53
H 2.419 -2.689 5.542 0.00 -0.27 -1.07
H 2.935 -3.394 3.920 -0.77 -0.55 0.44
H 0.247 -0.149 4.529 -0.19 0.32 1.45
H 0.505 -0.204 2.967 -0.64 0.15 -2.54
C -0.504 5.302 2.562 -1.94 0.94 -1.17
C -1.086 3.944 2.113 -5.00 5.50 -2.08
C -0.510 2.985 2.875 5.33 1.17 2.87
S -0.389 3.757 4.562 7.99 -0.61 -3.15
O 1.065 3.762 4.914 -2.59 0.28 -0.23
O -1.266 3.067 5.372 -3.52 -1.51 3.25
C -0.844 5.384 4.045 1.14 0.93 2.05
H -1.055 6.067 1.929 1.06 -0.45 0.98
H 0.562 5.276 2.359 0.18 0.44 0.21
H -0.812 3.828 1.111 -0.24 -0.19 -1.86
H -2.252 4.047 2.232 1.91 -0.37 -0.44
H 0.435 2.827 2.346 0.60 -0.35 1.24
H -0.989 2.150 2.917 -2.97 -5.34 0.74
H -0.282 6.168 4.758 -1.37 -1.83 -1.81
H -1.886 5.230 4.324 -0.54 1.26 -0.59
C 5.645 2.625 -1.319 1.34 0.72 -0.56
C 6.692 2.001 -0.398 -3.87 -5.43 -1.23
C 6.237 2.245 0.907 -1.09 5.54 2.08
S 4.473 2.066 0.888 0.44 0.49 0.27
O 3.934 3.179 1.577 -0.96 1.10 1.29
O 4.029 0.742 1.152 -0.06 -1.61 1.04
C 4.279 2.296 -0.784 -1.69 0.57 -2.77
H 5.886 2.380 -2.342 -0.59 -0.42 -0.40
H 5.709 3.705 -1.291 0.49 0.48 0.19
H 7.660 2.281 -0.467 3.16 0.33 -1.05
H 6.419 0.789 -0.283 1.65 2.28 -1.91
H 6.569 3.309 1.194 -1.40 -0.81 -0.23
H 6.623 1.762 1.685 1.58 -2.84 2.91
H 3.581 3.195 -0.851 0.69 -1.43 -0.30
H 3.858 1.379 -1.270 0.14 0.85 0.56
C -4.845 -3.545 3.990 1.46 -1.78 -0.48
C -4.088 -3.806 2.591 1.11 -2.46 6.58
C -3.149 -2.768 2.433 -2.13 3.60 -0.60
S -3.987 -1.294 2.983 0.70 1.33 -0.54
O -4.814 -0.925 1.846 -0.16 0.82 0.22
O -3.042 -0.352 3.619 -1.54 -1.18 -1.04
C -5.092 -2.099 4.140 -0.15 2.69 3.41
H -4.056 -3.761 4.807 -1.58 -0.42 -1.26
H -5.743 -4.186 3.998 0.50 0.30 0.58
H -4.718 -4.094 1.868 -2.04 -0.44 -2.97
H -3.400 -4.598 2.854 -0.49 -1.32 -0.28
H -2.998 -2.688 1.437 0.94 1.10 -3.33
H -2.292 -2.571 2.908 3.68 -1.21 2.33
H -6.099 -1.645 3.969 0.76 -0.70 -0.10
H -4.763 -1.785 5.255 -0.81 -0.33 -2.66
C -5.177 3.637 -4.644 -0.66 -4.27 -0.30
C -6.346 4.099 -3.847 -1.74 1.43 -4.46
C -6.590 3.128 -2.871 -2.92 -2.97 2.91
S -5.105 2.429 -2.394 3.73 2.21 2.32
O -5.190 1.034 -2.557 -0.47 -3.18 -0.07
O -4.543 2.945 -1.142 -1.17 -0.34 -0.87
C -4.123 3.103 -3.692 -0.92 -1.76 -1.31
H -4.914 4.442 -5.171 1.68 2.76 -2.54
H -5.504 2.778 -5.347 0.60 1.36 0.90
H -7.227 4.259 -4.683 1.89 0.25 2.72
H -5.927 4.908 -3.329 -0.43 2.25 0.38
H -7.074 2.214 -3.166 -0.67 -0.25 -0.86
H -7.138 3.394 -1.986 -0.15 0.58 0.50
H -3.564 2.264 -4.126 0.12 0.39 0.20
H -3.467 3.757 -3.226 1.19 1.54 0.50
```
Positions in Å, forces in eV/Å.

Its highest occupied orbital energy is -7.309 eV. For the energy relative to the best compared isomer or geometry (same formula, charge and spin), the calculation gives 20.5 kcal per mole. The value obtained for the electronic energy is -137785.80691 eV. The frontier orbital gap is 6.83 eV. As for the LUMO energy: -0.01753 hartree.